Entry 1:
{
  "formula": "C5H4O2",
  "method": "the ωB97M-V functional and the def2-TZVPD basis",
  "homo_ev": -8.84,
  "lumo_energy_ev": 0.6307,
  "homo_lumo_gap_ev": 9.5,
  "de_lowest_kj_mol": 152.3,
  "max_force_ev_per_a": 1.092,
  "smiles": "O=C=C/C=C\\C=O",
  "elements": ["O", "C", "C", "C", "C", "C", "O", "H", "H", "H", "H"],
  "positions_angstrom": [[2.2172, -1.4994, 0.8147], [1.7265, -0.5748, 0.3106], [1.2637, 0.5198, -0.2771], [-0.0557, 1.1191, -0.0381], [-1.2062, 0.4548, 0.1084], [-1.2496, -1.0241, -0.0465], [-0.7808, -1.7971, 0.7575], [1.9775, 1.0182, -0.9269], [-0.0665, 2.2075, -0.0114], [-2.1405, 0.9773, 0.3033], [-1.6855, -1.4014, -0.9944]],
  "lowdin_charge": [0.199, -0.175, -0.090, -0.116, -0.072, -0.259, 0.061, 0.114, 0.106, 0.107, 0.126]
}

Entry 2:
{
  "formula": "C5H4O2",
  "method": "the ωB97M-V functional and the def2-TZVPD basis",
  "homo_ev": -9.32,
  "lumo_energy_ev": 0.2520,
  "homo_lumo_gap_ev": 9.6,
  "de_lowest_kj_mol": 189.4,
  "max_force_ev_per_a": 1.244,
  "smiles": "O=C1C=CCC1=O",
  "elements": ["O", "C", "C", "C", "C", "C", "O", "H", "H", "H", "H"],
  "positions_angstrom": [[1.3609, 0.8529, 1.5245], [0.9849, 0.6858, 0.3902], [1.2238, -0.6094, -0.2980], [-0.0180, -1.0759, -0.1053], [-1.1184, -0.0231, -0.2392], [-0.2862, 1.2609, -0.2247], [-0.5350, 2.3820, -0.5750], [2.1379, -1.1817, -0.2099], [-0.1681, -2.0545, 0.3306], [-1.8343, 0.0204, 0.5930], [-1.6690, -0.1951, -1.1665]],
  "lowdin_charge": [0.118, -0.360, 0.024, -0.051, -0.067, -0.308, 0.142, 0.117, 0.123, 0.136, 0.127]
}

Entry 3:
{
  "formula": "C5H4O2",
  "method": "the ωB97M-V functional and the def2-TZVPD basis",
  "homo_ev": -9.52,
  "lumo_energy_ev": 0.0856,
  "homo_lumo_gap_ev": 9.6,
  "de_lowest_kj_mol": 236.1,
  "max_force_ev_per_a": 7.464,
  "smiles": "O=c1ccocc1",
  "elements": ["O", "C", "C", "C", "O", "C", "C", "H", "H", "H", "H"],
  "positions_angstrom": [[-0.6633, 2.2851, -0.5149], [-0.3635, 1.0627, -0.1780], [0.2361, 0.4841, 1.0231], [0.7045, -0.7934, 1.1877], [0.6285, -1.6623, 0.3253], [0.0091, -1.2885, -0.8943], [-0.6282, -0.0743, -0.9529], [0.4505, 1.2863, 1.7404], [1.3288, -1.0148, 2.0326], [0.1422, -1.9820, -1.6476], [-1.3917, 0.3852, -1.7235]],
  "lowdin_charge": [-0.020, -0.425, 0.020, -0.192, 0.057, 0.028, -0.003, 0.121, 0.139, 0.104, 0.172]
}

Entry 4:
{
  "formula": "C5H4O2",
  "method": "the ωB97M-V functional and the def2-TZVPD basis",
  "homo_ev": [-8.45, -8.49],
  "lumo_energy_ev": [-2.5276, -2.5709],
  "homo_lumo_gap_ev": [5.9, 5.9],
  "de_lowest_kj_mol": 457.9,
  "max_force_ev_per_a": 0.691,
  "elements": ["O", "C", "O", "C", "C", "C", "C", "H", "H", "H", "H"],
  "positions_angstrom": [[1.5471, -1.3578, 0.6309], [0.8168, -0.5276, 0.1684], [-0.7012, -1.8592, -1.1380], [-0.7213, -0.9355, -0.2601], [-1.2555, 0.4778, -0.2026], [-0.2436, 1.4542, -0.1445], [1.0051, 0.9056, -0.0560], [-1.3204, -1.2102, 0.6904], [-2.2907, 0.6772, 0.0629], [-0.4633, 2.5175, -0.1703], [1.9605, 1.4064, -0.1623]],
  "lowdin_charge": [0.162, -0.312, -0.021, -0.469, 0.076, -0.045, 0.058, 0.183, 0.119, 0.124, 0.125]
}

Entry 5:
{
  "formula": "C5H4O2Rb",
  "method": "the ωB97M-V functional and the def2-TZVPD basis",
  "charge": 1,
  "homo_ev": -11.03,
  "lumo_energy_ev": -4.2781,
  "homo_lumo_gap_ev": 6.8,
  "de_lowest_kj_mol": 0.0,
  "max_force_ev_per_a": 7.802,
  "elements": ["O", "C", "H", "H", "H", "C", "C", "H", "C", "C", "O", "Rb"],
  "positions_angstrom": [[-3.6765, -1.1623, -0.2880], [-3.3664, -0.1520, -1.2027], [-3.0283, -1.1918, 0.4239], [-4.0602, -0.1899, -2.0504], [-2.0552, -0.8702, -2.1789], [-3.3707, 1.2071, -0.6134], [-2.9950, 2.3749, -0.6985], [-2.9656, 3.4513, -0.7452], [-1.7850, 0.2068, -1.6018], [-0.7232, 0.2622, -0.8558], [0.2077, 0.4775, -0.1658], [3.8600, 2.1297, 0.9780]],
  "lowdin_charge": [0.010, -0.338, 0.109, 0.160, 0.203, -0.107, 0.122, 0.045, -0.057, -0.240, 0.120, 0.971]
}

Entry 6:
{
  "formula": "C5H4O2S",
  "method": "the ωB97M-V functional and the def2-TZVPD basis",
  "homo_ev": -9.23,
  "lumo_energy_ev": -1.2214,
  "homo_lumo_gap_ev": 8.0,
  "de_lowest_kj_mol": 241.3,
  "max_force_ev_per_a": 4.481,
  "smiles": "O=C/C=C\\C(=S)C=O",
  "elements": ["O", "C", "C", "C", "C", "S", "C", "O", "H", "H", "H", "H"],
  "positions_angstrom": [[0.3154, -0.0646, 1.6420], [1.3058, -0.4993, 1.0922], [1.2588, -0.8793, -0.3652], [0.1435, -0.4712, -1.0172], [-1.0901, -0.0417, -0.2629], [-2.4426, -0.9492, -0.2047], [-1.2911, 1.3500, 0.0283], [-0.4634, 2.1969, -0.0451], [2.1747, -0.4817, 1.7287], [2.1455, -1.2532, -0.9350], [0.2213, -0.5993, -2.0204], [-2.2779, 1.6926, 0.3593]],
  "lowdin_charge": [0.039, -0.191, -0.015, -0.064, -0.739, 0.815, -0.375, 0.098, 0.117, 0.119, 0.083, 0.113]
}

Entry 7:
{
  "formula": "C5H4O4Y",
  "method": "the ωB97M-V functional and the def2-TZVPD basis",
  "charge": 4,
  "homo_ev": [-21.91, -26.06],
  "lumo_energy_ev": [-20.0504, -18.6448],
  "homo_lumo_gap_ev": [1.9, 7.4],
  "max_force_ev_per_a": 6.296,
  "multiplicity": 2,
  "s2": 0.7511,
  "elements": ["C", "C", "H", "H", "O", "C", "O", "O", "Y", "C", "C", "O", "H", "H"],
  "positions_angstrom": [[-3.8812, 0.7058, -0.8427], [-4.0661, 1.2713, 0.2146], [-3.8276, 0.2489, 0.8434], [-0.9742, 1.5801, 0.5010], [0.2356, -0.3124, 0.1700], [0.7156, 0.9214, -0.1119], [1.8527, 1.0663, -0.5291], [-0.1008, 1.8641, 0.1281], [3.4106, 2.6177, -1.1888], [1.1938, -1.4455, 0.4231], [1.0889, -1.6751, -0.8697], [1.5591, -2.0391, 1.4703], [1.6116, -1.8716, -1.8073], [1.1821, -2.9319, 1.5989]],
  "lowdin_charge": [0.383, 0.234, 0.217, 0.200, 0.168, -0.535, -0.017, 0.310, 2.029, -0.260, 0.541, 0.319, 0.181, 0.231]
}

Entry 8:
{
  "formula": "C5H4OS",
  "method": "the ωB97M-V functional and the def2-TZVPD basis",
  "homo_ev": -8.34,
  "lumo_energy_ev": 0.0512,
  "homo_lumo_gap_ev": 8.4,
  "de_lowest_kj_mol": 239.2,
  "max_force_ev_per_a": 2.864,
  "elements": ["C", "C", "C", "C", "C", "O", "S", "H", "H", "H", "H"],
  "positions_angstrom": [[0.1745, 1.6811, 0.1207], [0.2901, 0.3286, 0.0801], [-2.1326, -1.0689, -0.1142], [-1.2084, -0.1011, 0.0075], [1.4214, -0.5585, -0.0143], [-2.9067, -1.9200, -0.2123], [-1.6666, 1.6658, 0.0442], [0.8454, 2.5249, 0.3351], [1.3693, -1.2071, -0.8397], [2.3630, -0.0933, -0.3022], [1.4504, -1.2515, 0.8952]],
  "lowdin_charge": [-0.290, -0.426, -0.181, -0.417, -0.079, 0.192, 0.854, 0.082, 0.060, 0.087, 0.118]
}

Entry 9:
{
  "formula": "C5H4OS2",
  "method": "the ωB97M-V functional and the def2-TZVPD basis",
  "homo_ev": -8.60,
  "lumo_energy_ev": -0.2235,
  "homo_lumo_gap_ev": 8.4,
  "de_lowest_kj_mol": 321.3,
  "max_force_ev_per_a": 4.950,
  "smiles": "C#C[C@H]1SC(=S)[C@H]1O",
  "elements": ["C", "C", "C", "S", "C", "S", "C", "O", "H", "H", "H", "H"],
  "positions_angstrom": [[2.1423, -0.4619, -2.4628], [1.4707, 0.2139, -1.6881], [0.6156, 0.9364, -0.7143], [-1.1718, 0.6880, -0.8235], [-0.7902, -0.0754, 0.6518], [-1.6471, -0.8957, 1.7210], [0.6968, 0.3684, 0.8616], [1.7021, -0.5215, 1.0311], [2.8700, -0.7550, -3.2846], [1.0454, 2.0235, -0.7716], [0.6475, 1.1228, 1.6125], [2.1116, -0.7848, -0.0533]],
  "lowdin_charge": [0.122, -0.184, -0.513, 0.976, -1.156, 0.702, -0.447, -0.072, 0.079, 0.147, 0.132, 0.215]
}

Entry 10:
{
  "formula": "C5H4S",
  "method": "the ωB97M-V functional and the def2-TZVPD basis",
  "homo_ev": -9.21,
  "lumo_energy_ev": 0.4261,
  "homo_lumo_gap_ev": 9.6,
  "de_lowest_kj_mol": 407.6,
  "max_force_ev_per_a": 2.821,
  "elements": ["C", "C", "C", "C", "C", "S", "H", "H", "H", "H"],
  "positions_angstrom": [[-0.2649, 1.1851, 0.4207], [0.7190, 1.7428, -0.1301], [-0.9837, -0.0288, 0.7747], [0.8868, 0.3663, -0.7757], [-0.0062, -0.7954, -0.1699], [1.7927, -0.9040, 0.2138], [-1.0346, -0.3395, 1.8878], [-2.0466, -0.0655, 0.4617], [1.2889, 0.5140, -1.8506], [-0.3513, -1.6749, -0.8324]],
  "lowdin_charge": [-0.086, -0.027, -0.151, -0.588, -0.497, 0.826, 0.145, 0.116, 0.134, 0.129]
}